The following is a quantum chemistry calculation of C37H46BN12O4S2Se2Ti as an isolated structure, from the Open Molecules 2025 dataset.

Summary:
maximum force = 1.83 eV/Å
total charge = +1
relative energy (zero: lowest compared OMol25 entry of this formula, charge and spin) = 13.0 kcal per mole
E_LUMO = -3.4 eV
multiplicity = 1
highest occupied orbital energy = -0.367 Eh

Last column: Mulliken charge in e.
Geometry (Å):
Ti1 -1.23 0.32 0.96  1.615
O1 -0.17 3.07 6.47  -0.524
C1 0.31 3.37 5.19  -1.474
C2 0.33 2.15 4.21  2.792
C3 1.36 1.12 4.73  -1.721
O2 1.48 -0.03 3.93  -0.204
C4 -1.10 1.63 4.23  -1.961
Se1 -1.53 -0.09 3.33  -0.792
C5 0.76 2.70 2.86  -1.662
Se2 0.93 1.41 1.35  -0.367
H1 0.52 2.65 7.00  0.352
H2 1.30 3.83 5.23  0.521
H3 -0.40 4.11 4.80  0.445
H4 1.11 0.84 5.76  0.480
H5 2.35 1.59 4.72  0.326
H6 0.78 -0.65 4.17  0.202
H7 -1.76 2.36 3.75  0.589
H8 -1.41 1.49 5.27  0.667
H9 1.77 3.12 2.94  0.715
H10 0.07 3.48 2.54  0.552
C6 -0.65 3.96 -1.31  -0.479
N1 -2.02 3.54 -1.39  0.404
C7 -2.87 3.76 -2.44  -0.430
C8 -4.11 3.41 -2.02  -1.006
N2 -4.04 2.98 -0.73  0.179
B1 -5.32 2.84 0.14  0.935
N3 -5.09 2.04 1.45  -0.135
C9 -5.67 2.44 2.62  -0.852
C10 -5.64 1.40 3.49  -0.519
N4 -5.03 0.35 2.86  0.330
C11 -4.89 -0.98 3.38  -0.879
C12 -4.67 0.78 1.62  0.094
S1 -3.79 -0.17 0.51  -0.514
C13 -2.76 3.04 -0.36  -0.589
S2 -2.10 2.64 1.16  -0.308
H11 -0.11 3.69 -2.21  0.141
H12 -0.18 3.49 -0.44  -0.041
H13 -0.59 5.04 -1.18  0.360
H14 -2.52 4.14 -3.38  0.564
H15 -5.05 3.44 -2.54  0.551
H16 -5.63 3.95 0.44  -0.187
H17 -6.14 2.27 -0.51  -0.154
H18 -6.08 3.42 2.73  0.511
H19 -5.98 1.32 4.50  0.523
H20 -3.99 -1.07 3.99  0.253
H21 -4.84 -1.68 2.55  0.330
H22 -5.76 -1.20 4.00  0.442
C14 -0.34 -5.00 -0.83  -1.399
N5 -0.76 -3.85 -0.06  1.317
C15 -0.56 -2.55 -0.30  -1.424
N6 -1.12 -1.83 0.66  1.187
C16 -1.67 -2.77 1.48  -0.685
N7 -1.46 -3.99 1.06  -1.156
C17 1.17 -5.07 -0.97  0.667
C18 1.94 -5.87 -0.13  -0.638
C19 3.32 -5.89 -0.27  -0.873
C20 3.96 -5.10 -1.20  -0.671
C21 3.19 -4.30 -2.04  0.000
C22 1.80 -4.30 -1.93  0.373
C23 3.78 -3.34 -2.95  0.300
N8 5.02 -3.14 -3.28  -0.558
N9 5.06 -2.02 -4.02  -0.515
C24 3.84 -1.57 -4.11  0.508
O3 2.97 -2.39 -3.46  -0.069
C25 3.33 -0.32 -4.62  -0.124
C26 4.14 0.61 -5.26  -0.894
C27 3.60 1.82 -5.65  -0.785
C28 2.27 2.12 -5.39  -0.875
C29 1.45 1.19 -4.75  0.700
C30 0.00 1.51 -4.50  -1.192
N10 -0.55 0.91 -3.31  1.569
C31 -0.15 0.97 -2.03  -1.844
N11 -1.02 0.35 -1.26  2.006
C32 -1.96 -0.11 -2.14  -1.104
N12 -1.69 0.21 -3.37  -1.238
C33 1.98 -0.03 -4.38  0.158
H23 -0.81 -4.96 -1.81  0.330
H24 -0.72 -5.87 -0.28  0.413
H25 0.00 -2.16 -1.13  0.490
H26 -2.21 -2.55 2.38  0.451
H27 1.47 -6.49 0.62  0.486
H28 3.91 -6.53 0.38  0.434
H29 5.03 -5.08 -1.30  0.540
H30 1.22 -3.69 -2.60  0.599
H31 5.18 0.38 -5.42  0.575
H32 4.22 2.55 -6.14  0.423
H33 1.86 3.07 -5.70  0.473
H34 -0.61 1.14 -5.33  0.347
H35 -0.14 2.60 -4.45  0.380
H36 0.77 1.42 -1.69  0.681
H37 -2.82 -0.69 -1.87  0.579
H38 1.36 -0.77 -3.90  0.794
C34 3.54 -1.41 1.50  -0.512
C35 4.13 -1.20 0.11  -0.479
C36 2.96 -0.53 -0.60  0.415
O4 1.75 -1.01 0.01  0.235
C37 2.10 -1.78 1.16  -0.045
H39 3.54 -0.48 2.06  0.095
H40 4.04 -2.19 2.08  0.462
H41 4.37 -2.16 -0.35  0.017
H42 5.02 -0.57 0.12  0.508
H43 2.91 -0.75 -1.67  -0.945
H44 3.01 0.56 -0.46  0.631
H45 2.01 -2.85 0.92  0.108
H46 1.41 -1.52 1.97  -0.299